[1]
C6H12O in the gas phase at a distorted geometry. Source: the OMol25 dataset; level of theory: ωB97M-V/def2-TZVPD.

## Properties
- Highest occupied orbital energy (alpha / beta): -7.50 / -5.91 eV
- Gap between HOMO and LUMO (alpha / beta): 8.167 / 6.034 eV
- Spin multiplicity: 1
- Energy relative to the best compared isomer or geometry (same formula, charge and spin): 135.0 kcal per mole

Last column: Mulliken charge in e.
Element x y z (Å)
C  1.64  -0.78  0.17  -1.2783
C  1.13  0.54  0.61  0.4898
O  1.44  1.02  1.81  -0.4822
C  0.37  1.36  -0.30  -0.6007
C  -1.04  0.89  0.12  -0.5523
C  -1.40  -0.59  0.16  -0.4620
C  -1.46  -0.85  -1.33  -1.0580
H  2.41  -0.63  -0.60  0.2756
H  0.85  -1.37  -0.33  0.2897
H  2.08  -1.37  0.99  0.4331
H  1.78  0.31  2.38  0.3192
H  0.47  2.43  -0.09  0.3585
H  0.58  1.15  -1.35  0.2890
H  -1.43  1.50  0.94  0.4333
H  -1.63  0.75  -1.04  0.3411
H  -2.42  -0.64  0.56  0.2859
H  -0.79  -1.23  0.82  0.3766
H  -2.08  -1.67  -1.69  0.3034
H  -0.49  -0.84  -1.84  0.2385

---

[2]
A 6-piece molecular cluster, C38H89N3O16P overall at a distorted geometry. Source: the OMol25 dataset; level of theory: ωB97M-V/def2-TZVPD.

## Properties
- Highest occupied orbital energy: -10.65 eV
- Gap between HOMO and LUMO: 5.086 eV
- Charge: +1
- Spin multiplicity: 1
- Energy relative to the best compared isomer or geometry (same formula, charge and spin): 131.6 kcal per mole

Last column: Mulliken charge in e.
Element x y z (Å)
C  0.68  -1.02  1.03  -0.5734
C  0.42  -1.03  -0.61  0.9278
C  1.75  -1.54  -1.46  -1.0155
C  -0.87  -2.00  -1.02  -1.0557
C  -2.17  -0.98  -1.18  -0.4497
N  -2.38  -0.13  0.06  -0.0556
C  -3.61  0.72  -0.25  0.1635
N  -4.16  1.41  0.83  -0.2850
N  -4.28  0.84  -1.61  -0.2224
C  -4.53  -0.50  -2.26  -0.7556
C  -3.54  -1.71  -1.71  0.1134
P  -4.52  -2.66  -0.37  0.4839
O  -4.71  -4.21  -0.71  -0.6423
H  -0.09  -1.73  1.55  0.2089
H  1.77  -1.40  1.19  0.0324
H  0.55  0.05  1.51  0.1741
H  0.18  0.08  -0.91  -0.2225
H  2.22  -2.47  -0.92  0.2025
H  1.48  -1.83  -2.58  0.3704
H  2.56  -0.67  -1.47  0.2501
H  -0.59  -2.46  -2.08  0.2961
H  -1.05  -2.87  -0.25  0.2816
H  -1.85  -0.22  -2.05  0.3107
H  -2.65  -0.70  0.89  0.3292
H  -5.15  1.25  1.14  0.2722
H  -3.51  2.04  1.36  0.2889
H  -3.64  1.40  -2.21  0.4114
H  -4.23  -0.36  -3.41  0.3068
H  -5.66  -0.83  -2.27  0.3666
H  -3.20  -2.44  -2.59  0.4764
H  -3.96  -2.58  0.96  0.0608
H  -5.88  -2.12  -0.28  0.0117
C  9.00  -1.71  3.26  -0.7640
O  8.23  -1.25  2.17  -0.2803
C  7.30  -2.23  1.71  -0.5312
C  6.17  -1.56  0.92  -0.6361
O  5.17  -0.98  1.77  -0.2116
C  5.54  0.23  2.44  -0.5276
C  5.59  1.44  1.50  -0.5616
O  6.82  1.45  0.77  -0.3061
C  6.74  2.25  -0.40  -0.8281
H  9.58  -2.60  2.98  0.3190
H  9.69  -0.92  3.56  0.2432
H  8.35  -1.94  4.11  0.3269
H  6.88  -2.79  2.55  0.3300
H  7.85  -2.92  1.05  0.4272
H  5.65  -2.34  0.35  0.4887
H  6.54  -0.83  0.20  0.2363
H  6.48  0.10  2.99  0.2044
H  4.76  0.41  3.18  0.3979
H  5.55  2.36  2.09  0.4570
H  4.74  1.40  0.81  0.2833
H  5.98  1.85  -1.08  0.3103
H  7.70  2.22  -0.91  0.2745
H  6.51  3.29  -0.14  0.4033
C  -10.98  -0.13  2.58  -0.7891
O  -10.39  -1.42  2.45  -0.2066
C  -10.98  -2.37  3.34  -0.5992
C  -10.73  -3.79  2.84  -0.3147
O  -11.65  -4.19  1.81  -0.4725
C  -11.42  -3.60  0.52  -0.3969
C  -10.20  -4.18  -0.19  -0.5826
O  -9.00  -3.59  0.30  -0.2425
C  -7.85  -4.37  0.02  -0.4754
H  -10.83  0.25  3.59  0.3230
H  -10.49  0.54  1.86  0.2205
H  -12.04  -0.17  2.33  0.3269
H  -12.05  -2.19  3.44  0.3601
H  -10.50  -2.23  4.32  0.4116
H  -10.92  -4.48  3.68  0.3919
H  -9.70  -3.95  2.54  0.1155
H  -11.37  -2.51  0.59  0.1599
H  -12.31  -3.84  -0.07  0.4074
H  -10.26  -3.96  -1.26  0.4261
H  -10.17  -5.27  -0.05  0.3515
H  -7.93  -5.35  0.51  0.3726
H  -6.98  -3.86  0.42  -0.2317
H  -7.73  -4.50  -1.06  0.3876
C  -1.17  -6.04  4.18  -0.7379
O  0.21  -5.74  4.20  -0.1891
C  0.91  -6.43  5.24  -0.6295
C  2.40  -6.51  4.92  -0.2627
O  2.72  -7.55  3.99  -0.4776
C  2.35  -7.30  2.62  -0.3870
C  3.25  -6.27  1.94  -0.5986
O  2.86  -4.95  2.30  -0.2065
C  3.89  -4.00  2.07  -0.9394
H  -1.64  -5.76  5.13  0.3270
H  -1.64  -5.48  3.37  0.1590
H  -1.32  -7.11  3.99  0.3321
H  0.51  -7.44  5.36  0.3678
H  0.76  -5.87  6.17  0.4161
H  2.93  -6.77  5.84  0.3995
H  2.80  -5.55  4.59  0.0751
H  1.29  -7.03  2.54  0.1322
H  2.48  -8.26  2.11  0.4178
H  3.15  -6.36  0.85  0.4121
H  4.30  -6.45  2.22  0.3431
H  4.77  -4.24  2.69  0.4312
H  3.52  -3.01  2.37  0.1794
H  4.17  -3.98  1.02  0.3631
C  8.04  5.44  -4.48  -0.7394
O  7.20  4.67  -5.32  -0.2729
C  7.25  3.27  -5.01  -0.3254
C  6.01  2.56  -5.53  -0.4122
O  4.86  2.73  -4.68  -0.4427
C  4.25  4.02  -4.72  -0.2931
C  3.45  4.27  -6.00  -0.6116
O  4.33  4.65  -7.06  -0.2494
C  3.74  4.46  -8.34  -0.7812
H  9.08  5.13  -4.58  0.3294
H  7.95  6.49  -4.78  0.2386
H  7.71  5.35  -3.44  0.2817
H  7.33  3.13  -3.92  0.1250
H  8.14  2.86  -5.49  0.4390
H  6.21  1.48  -5.54  0.3971
H  5.78  2.84  -6.56  0.1643
H  4.98  4.81  -4.53  0.1917
H  3.54  4.03  -3.88  0.3135
H  2.75  5.10  -5.84  0.4273
H  2.90  3.37  -6.27  0.3469
H  3.51  3.40  -8.50  0.3265
H  4.46  4.77  -9.10  0.2352
H  2.84  5.07  -8.44  0.3190
C  -0.21  8.65  2.26  -0.7795
O  -0.76  7.47  1.68  -0.2502
C  -2.19  7.54  1.58  -0.6177
C  -2.69  6.55  0.52  -0.2518
O  -2.55  7.05  -0.82  -0.4789
C  -1.21  7.07  -1.34  -0.4277
C  -0.69  5.68  -1.70  -0.4948
O  -0.23  5.00  -0.52  -0.2698
C  -0.16  3.60  -0.71  -0.5459
H  -0.60  8.80  3.27  0.3217
H  0.87  8.53  2.31  0.2329
H  -0.43  9.52  1.63  0.3334
H  -2.51  8.55  1.31  0.3587
H  -2.60  7.27  2.55  0.4181
H  -3.76  6.42  0.67  0.4134
H  -2.23  5.57  0.62  0.0686
H  -0.54  7.60  -0.67  0.1807
H  -1.27  7.66  -2.26  0.4075
H  0.16  5.77  -2.38  0.3846
H  -1.48  5.10  -2.18  0.3103
H  -1.15  3.20  -0.92  0.0670
H  0.20  3.15  0.22  0.2647
H  0.54  3.35  -1.51  0.3595

---

[3]
C28H46BaBrN3P2 as an isolated structure at a distorted geometry. Source: the OMol25 dataset; level of theory: ωB97M-V/def2-TZVPD.

## Properties
- Highest occupied orbital energy (alpha / beta): -12.47 / -12.56 eV
- Gap between HOMO and LUMO (alpha / beta): 6.429 / 3.917 eV
- Charge: +2
- Spin multiplicity: 1

Last column: Mulliken charge in e.
Element x y z (Å)
N  2.61  0.58  5.07  -0.5174
C  3.83  0.31  4.61  -0.6925
C  4.55  1.19  3.80  -0.3681
C  3.96  2.42  3.43  0.9059
C  2.73  2.75  4.05  -0.3713
C  2.10  1.79  4.85  -0.6177
C  4.44  3.16  2.30  -0.5924
Ba  0.87  1.08  -1.22  1.4834
P  -2.84  -1.76  -3.03  0.8353
C  3.64  4.09  1.69  -0.6064
C  3.22  3.98  0.31  0.4229
C  1.97  4.53  -0.08  -0.1540
C  1.39  4.17  -1.32  -0.5786
C  2.16  3.31  -2.03  -0.4976
C  3.39  2.78  -1.82  -0.8894
C  3.93  3.09  -0.54  0.0848
Br  -0.06  0.48  -3.87  -0.7309
H  5.40  2.84  1.88  0.5682
H  3.23  4.92  2.27  0.6378
H  5.51  0.89  3.38  0.3927
H  2.21  3.69  3.83  0.3330
H  4.27  -0.65  4.90  0.5151
H  1.14  2.02  5.32  0.4982
H  1.43  5.18  0.62  0.4477
H  4.88  2.66  -0.21  0.3098
H  0.40  4.54  -1.61  0.4771
H  3.95  2.14  -2.50  0.4201
P  -1.32  0.06  1.32  0.5472
C  -1.43  -2.46  -4.03  -0.8479
C  -1.31  -2.14  -5.51  -1.3197
H  -1.46  -3.55  -3.88  0.6687
H  -0.54  -2.05  -3.54  0.5832
H  -0.41  -2.66  -5.85  0.3910
H  -2.14  -2.50  -6.13  0.2243
H  -1.14  -1.08  -5.69  0.3331
C  -3.33  -0.18  -3.87  -0.0263
C  -4.08  -0.19  -5.19  -1.2496
H  -2.37  0.36  -4.02  0.0077
H  -3.88  0.37  -3.10  0.3918
H  -4.18  0.86  -5.51  0.3916
H  -3.52  -0.70  -5.98  0.2421
H  -5.09  -0.60  -5.13  0.3627
C  -4.29  -2.85  -3.52  -0.6957
C  -4.11  -3.87  -4.65  -1.1225
H  -5.13  -2.19  -3.76  0.4238
H  -4.54  -3.38  -2.59  0.4718
H  -5.02  -4.48  -4.70  0.4059
H  -4.00  -3.40  -5.63  0.2411
H  -3.27  -4.55  -4.47  0.2872
C  -2.42  -1.36  1.75  -0.8255
C  -3.03  -2.08  0.55  -1.1842
H  -3.21  -1.00  2.43  0.4723
H  -1.79  -2.06  2.32  0.3228
H  -3.53  -3.00  0.89  0.4394
H  -3.78  -1.47  0.04  0.3417
H  -2.27  -2.38  -0.19  0.2072
C  -2.56  1.26  0.66  -0.1866
C  -1.99  2.62  0.23  -0.8923
H  -3.32  1.38  1.45  0.4141
H  -3.06  0.77  -0.20  -0.0306
H  -2.80  3.36  0.22  0.4049
H  -1.22  3.00  0.93  0.1722
H  -1.57  2.60  -0.79  0.1344
C  -1.07  0.77  3.02  -0.5116
C  -0.51  -0.19  4.06  -1.2361
H  -2.04  1.19  3.34  0.5498
H  -0.38  1.62  2.88  0.0919
H  -0.41  0.32  5.02  0.3445
H  -1.16  -1.06  4.21  0.4333
H  0.49  -0.54  3.79  0.1158
C  2.06  -3.34  2.67  -0.7450
N  2.98  -2.31  2.15  0.2137
C  4.41  -2.55  2.34  -0.7155
C  2.53  -1.37  1.36  -0.0504
N  2.08  -0.54  0.64  -0.3651
H  2.66  -4.04  3.26  0.3025
H  1.57  -3.88  1.85  0.3234
H  1.30  -2.89  3.31  0.2424
H  4.92  -2.74  1.38  0.3485
H  4.88  -1.68  2.82  0.1713
H  4.51  -3.43  2.98  0.2699

---

[4]
C7H11ClIN3O3 in the gas phase at a distorted geometry. Source: the OMol25 dataset; level of theory: ωB97M-V/def2-TZVPD.

## Properties
- Highest occupied orbital energy (alpha / beta): -8.31 / -8.31 eV
- Gap between HOMO and LUMO (alpha / beta): 5.477 / 5.476 eV
- Spin multiplicity: 1
- Energy relative to the best compared isomer or geometry (same formula, charge and spin): 95.4 kcal per mole

Last column: Mulliken charge in e.
Element x y z (Å)
C  0.85  1.59  -0.27  1.1059
C  1.83  -0.61  0.29  -0.4122
C  2.46  -0.79  -1.06  -0.8092
C  -0.31  2.62  -0.14  -1.1707
C  -0.34  -0.06  1.14  -1.9556
C  -2.70  -0.66  1.23  -0.8313
C  -1.45  -0.66  0.37  0.9097
N  1.64  1.86  -1.18  -0.5995
N  0.74  0.33  0.30  0.2630
N  1.70  -1.13  -2.16  1.0274
O  0.49  -1.31  -1.96  -0.7399
O  2.22  -1.27  -3.23  -0.6256
O  -1.16  -2.06  0.09  -0.6161
Cl  -3.62  0.86  1.64  -0.2091
I  4.40  -0.59  -1.36  0.2702
H  1.36  -1.58  0.34  0.3479
H  2.71  -0.60  1.02  0.4647
H  -0.57  2.68  0.92  0.3739
H  -1.34  2.46  -0.54  0.2734
H  0.15  3.59  -0.45  0.3552
H  -0.77  0.74  1.66  0.5576
H  -0.04  -0.78  1.79  0.6252
H  -3.51  -1.27  0.74  0.3428
H  -2.37  -1.07  2.26  0.3116
H  -1.68  -0.18  -0.62  0.3306
H  -0.72  -2.11  -0.83  0.4102